P | C5H8N2O3S | ωB97M-V/def2-TZVPD

Summary:
Structure (SMILES): C[C@@](C#N)(C(N)=O)S(C)(=O)=O
E_LUMO (eV): 0.5
Gap between HOMO and LUMO (eV): 11.2

Each line ends with the natural charge from an NBO analysis.
Geometry (Å):
C (0.01, 1.82, 0.01)  0.273
C (1.40, -0.14, -0.59)  0.653
C (0.38, 0.17, 1.96)  -0.592
C (-1.83, 0.01, -1.58)  -0.931
C (0.31, 0.40, 0.27)  -0.482
N (-0.24, 2.89, -0.29)  -0.265
N (2.39, -0.84, -0.08)  -0.790
O (1.43, 0.07, -1.76)  -0.609
O (-0.80, -1.95, -0.09)  -0.928
O (-2.11, -0.17, 0.96)  -0.939
S (-1.21, -0.55, -0.04)  2.215
H (-0.53, 0.68, 2.15)  0.255
H (0.19, -0.87, 2.11)  0.226
H (1.28, 0.45, 2.54)  0.236
H (-2.29, -0.89, -1.90)  0.261
H (-2.71, 0.66, -1.42)  0.272
H (-1.10, 0.43, -2.39)  0.305
H (2.32, -1.14, 0.91)  0.409
H (3.11, -1.04, -0.77)  0.430

Q | C5H8N2O3S | ωB97M-V/def2-TZVPD

Summary:
E_LUMO (eV): 0.7
Gap between HOMO and LUMO (eV): 9.7

Each line ends with the natural charge from an NBO analysis.
Geometry (Å):
C (-0.42, -0.26, 0.50)  -0.442
C (-1.37, 0.72, 0.59)  0.324
C (-1.27, -1.43, 0.04)  0.331
C (-1.26, 2.16, 0.89)  -0.663
C (2.10, 0.35, -1.38)  -0.275
N (-2.48, -0.96, -0.16)  -0.215
N (-0.60, -2.62, -0.12)  -0.819
O (2.03, -1.45, 0.89)  -0.954
O (-2.53, 0.32, 0.19)  -0.259
O (2.12, 0.85, -0.07)  -0.709
S (1.50, -0.17, 1.14)  1.572
H (-2.17, 2.65, 1.21)  0.244
H (-0.36, 2.15, 1.61)  0.228
H (-0.92, 2.68, -0.04)  0.237
H (1.22, 0.82, -1.89)  0.191
H (2.31, -0.64, -1.26)  0.202
H (2.89, 0.84, -1.91)  0.193
H (0.19, -2.72, 0.46)  0.414
H (-0.97, -3.31, -0.71)  0.398

Most stable: P

P | C2H12N2O4 | ωB97M-V/def2-TZVPD

Summary:
Structure (SMILES): NCNC=O.O.O.O
E_LUMO (eV): 0.0
Gap between HOMO and LUMO (eV): 9.2

Each line ends with the natural charge from an NBO analysis.
Geometry (Å):
O (-0.74, -2.75, -1.83)  -0.611
C (-0.15, -1.81, -1.30)  0.499
N (-0.46, -1.50, 0.01)  -0.635
C (-1.53, -2.17, 0.81)  -0.046
N (-1.86, -1.11, 1.80)  -0.863
H (0.77, -1.51, -1.77)  0.138
H (-0.23, -0.61, 0.38)  0.391
H (-2.57, -2.40, 0.36)  0.201
H (-1.27, -3.05, 1.34)  0.190
H (-2.58, -0.51, 1.38)  0.342
H (-1.18, -0.46, 2.07)  0.373
H (0.69, 0.21, 3.27)  0.494
H (0.80, 0.80, 1.88)  0.474
O (0.57, -0.04, 2.22)  -0.947
H (0.26, 5.08, -2.15)  0.467
H (1.65, 5.65, -2.10)  0.465
O (0.74, 5.87, -1.84)  -0.933
H (2.41, 0.67, 0.09)  0.466
H (3.35, 1.79, -0.26)  0.475
O (2.46, 1.48, -0.33)  -0.941

Q | C2H12N2O4 | ωB97M-V/def2-TZVPD

Summary:
Structure (SMILES): CNC(N)=O.O.O.O
E_LUMO (eV): 0.6
Gap between HOMO and LUMO (eV): 10.4

Each line ends with the natural charge from an NBO analysis.
Geometry (Å):
C (-0.41, -1.04, -2.43)  -0.421
N (-0.57, -0.37, -1.13)  -0.636
C (0.63, -0.17, -0.46)  0.790
N (0.55, -0.24, 0.93)  -0.885
O (1.65, 0.19, -1.03)  -0.683
H (-0.32, -2.12, -2.33)  0.182
H (0.50, -0.67, -2.89)  0.230
H (-1.23, -0.76, -3.09)  0.201
H (-1.25, -0.85, -0.55)  0.398
H (1.43, -0.35, 1.40)  0.425
H (-0.25, -0.77, 1.27)  0.403
H (2.92, 0.63, 0.30)  0.496
H (4.07, -0.23, 0.84)  0.468
O (3.47, 0.49, 1.10)  -0.978
H (-2.10, 0.37, 1.05)  0.506
H (-3.21, -0.49, 1.64)  0.484
O (-2.45, -0.54, 1.04)  -0.993
H (-1.42, 3.02, 1.30)  0.487
H (-0.54, 1.84, 1.62)  0.494
O (-1.46, 2.07, 1.42)  -0.968

Most stable: Q

P | C6H6N | ωB97M-V/def2-TZVPD

Summary:
Structure (SMILES): C=C1C#[N+]C=CC1
E_LUMO (eV): -6.0
Gap between HOMO and LUMO (eV): 8.3
Total charge: +1

Each line ends with the natural charge from an NBO analysis.
Geometry (Å):
C (-2.13, -0.09, 0.04)  -0.055
C (-0.31, 1.37, -0.15)  0.600
C (2.12, 1.11, 0.15)  -0.183
C (0.28, -0.85, -0.17)  -0.457
C (-1.17, -1.08, 0.14)  -0.082
C (0.87, 0.68, -0.06)  -0.164
N (-1.42, 1.10, 0.05)  -0.210
H (-3.15, -0.12, 0.16)  0.261
H (2.87, 0.45, 0.34)  0.224
H (2.42, 2.08, 0.00)  0.233
H (0.75, -1.61, 0.48)  0.285
H (0.38, -0.95, -1.25)  0.278
H (-1.50, -2.11, 0.26)  0.270

Q | C6H6N | ωB97M-V/def2-TZVPD

Summary:
E_LUMO (alpha / beta) (eV): -4.8 / -4.6
Gap between HOMO and LUMO (alpha / beta) (eV): 8.1 / 8.4
Total charge: +1

Each line ends with the natural charge from an NBO analysis.
Geometry (Å):
C (3.03, -0.14, -0.20)  -0.004
C (1.34, -0.32, -0.87)  -0.094
C (0.80, -0.47, 0.53)  -0.242
C (-0.26, 0.58, 0.43)  -0.143
C (2.08, 0.50, 0.44)  -0.070
C (0.96, 1.10, -0.33)  0.039
N (-1.38, 0.22, -0.47)  -0.670
H (4.03, -0.38, -0.44)  0.273
H (0.93, -1.25, 1.26)  0.280
H (-0.61, 1.10, 1.32)  0.258
H (-1.86, -0.62, -0.15)  0.452
H (-0.99, 0.05, -1.41)  0.466
H (-2.06, 0.99, -0.54)  0.455

R | C6H6N | ωB97M-V/def2-TZVPD

Summary:
Structure (SMILES): C=C1C=C1C#[N+]C
E_LUMO (alpha / beta) (eV): -5.9 / -5.8
Gap between HOMO and LUMO (alpha / beta) (eV): 7.5 / 7.5
Total charge: +1

Each line ends with the natural charge from an NBO analysis.
Geometry (Å):
C (0.76, -0.83, -0.01)  -0.246
C (-0.51, -0.72, -0.14)  0.570
C (2.02, -1.29, 0.02)  0.064
C (1.99, 0.13, -0.13)  0.074
C (2.40, 1.36, -0.02)  -0.397
C (-2.97, -0.07, -0.02)  -0.448
N (-1.57, -0.21, -0.07)  -0.183
H (2.69, -2.07, 0.26)  0.272
H (1.64, 2.05, 0.23)  0.240
H (3.46, 1.47, -0.29)  0.265
H (-3.37, -1.00, -0.07)  0.254
H (-3.39, 0.41, 0.87)  0.272
H (-3.16, 0.76, -0.61)  0.263

S | C6H6N | ωB97M-V/def2-TZVPD

Summary:
Structure (SMILES): C1=C=[NH+]CC=CC=1
E_LUMO (eV): -6.4
Gap between HOMO and LUMO (eV): 7.7
Total charge: +1

Each line ends with the natural charge from an NBO analysis.
Geometry (Å):
C (-0.70, -0.55, -1.55)  -0.032
C (0.28, -1.21, -1.08)  0.403
C (-1.53, 0.48, -1.24)  -0.011
C (-1.17, 1.01, 0.07)  -0.245
C (1.13, -0.21, 0.77)  -0.275
C (-0.14, 0.58, 0.81)  -0.084
N (1.26, -1.23, -0.27)  -0.466
H (-2.31, 0.67, -1.95)  0.269
H (-1.75, 1.69, 0.60)  0.253
H (1.97, 0.38, 0.57)  0.243
H (1.45, -0.70, 1.71)  0.251
H (-0.28, 1.14, 1.71)  0.249
H (1.79, -2.06, -0.14)  0.445

Most stable: P

P | C6H12N2O4S | ωB97M-V/def2-TZVPD

Summary:
E_LUMO (eV): -0.1
Gap between HOMO and LUMO (eV): 6.7

Each line ends with the natural charge from an NBO analysis.
Geometry (Å):
O (3.41, -1.90, 0.04)  -0.917
S (3.17, -0.51, 0.25)  2.373
O (2.94, -0.06, 1.59)  -0.938
O (4.41, 0.29, -0.31)  -0.874
C (1.80, 0.03, -0.75)  -0.708
C (0.93, -1.13, -1.26)  -0.424
C (-0.27, -1.41, -0.37)  -0.212
N (-1.17, -0.26, -0.23)  -0.316
C (-1.30, 0.83, -1.06)  -0.095
C (-2.23, 1.63, -0.49)  -0.046
N (-2.66, 1.01, 0.64)  -0.442
C (-2.02, -0.12, 0.79)  0.265
H (4.39, 1.19, 0.06)  0.513
H (1.22, 0.72, -0.13)  0.259
H (2.15, 0.62, -1.60)  0.257
H (1.53, -2.03, -1.33)  0.270
H (0.59, -0.89, -2.26)  0.216
H (-0.83, -2.27, -0.73)  0.225
H (0.10, -1.69, 0.61)  0.226
H (-0.71, 0.96, -1.95)  0.230
H (-2.56, 2.58, -0.87)  0.242
H (-3.39, 1.37, 1.32)  0.523
H (-2.16, -0.82, 1.60)  0.256
O (-3.92, 1.18, 2.90)  -1.300
H (-3.41, 0.69, 3.55)  0.417

Q | C6H12N2O4S | ωB97M-V/def2-TZVPD

Summary:
E_LUMO (eV): 0.1
Gap between HOMO and LUMO (eV): 9.4

Each line ends with the natural charge from an NBO analysis.
Geometry (Å):
C (-1.74, -0.55, 0.12)  -0.203
C (-0.45, -0.13, -0.31)  0.674
C (-2.83, 0.48, -0.47)  -0.539
C (1.89, -0.02, 0.33)  -0.205
C (1.89, 1.44, 0.20)  0.802
C (3.05, -0.66, -0.52)  -0.062
H (-2.85, -1.25, 1.78)  0.389
H (-1.33, -0.14, 2.17)  0.362
H (-1.79, -1.34, -0.58)  0.217
H (-2.60, -0.04, -1.70)  0.235
H (-2.47, 1.68, -0.45)  0.264
H (-4.96, 0.80, -1.43)  0.161
H (0.33, -1.43, 1.12)  0.456
H (2.32, -0.01, 1.34)  0.249
H (4.09, -0.22, -0.24)  0.221
H (2.91, -0.36, -1.70)  0.177
H (2.53, -2.64, -1.24)  0.452
H (1.01, 3.15, 0.78)  0.520
N (-1.70, -1.08, 1.45)  -0.833
N (0.63, -0.71, 0.33)  -0.642
O (-0.39, 0.77, -1.12)  -0.603
O (3.04, 2.02, -0.03)  -0.628
O (3.26, -2.07, -0.34)  -0.698
O (0.82, 2.14, 0.66)  -0.687
S (-4.67, 0.18, -0.17)  -0.077

Most stable: P

P | C6H4N2 | ωB97M-V/def2-TZVPD

Summary:
Structure (SMILES): C#CC#N.C=CC#N
E_LUMO (eV): -0.1
Gap between HOMO and LUMO (eV): 10.3

Each line ends with the natural charge from an NBO analysis.
Geometry (Å):
C (-1.23, -0.30, -1.32)  0.202
C (-0.11, 1.42, 1.10)  0.240
C (-0.12, -0.89, 1.68)  -0.271
C (0.96, -0.06, -2.57)  -0.065
C (-0.02, -0.25, -1.90)  -0.159
C (0.43, 0.12, 1.06)  -0.332
N (-2.19, -0.38, -0.71)  -0.223
N (-0.44, 2.51, 1.29)  -0.296
H (-0.80, -0.88, 2.44)  0.215
H (0.39, -1.84, 1.51)  0.199
H (1.25, 0.20, 0.37)  0.241
H (1.87, 0.35, -2.94)  0.248

Q | C6H4N2 | ωB97M-V/def2-TZVPD

Summary:
Structure (SMILES): [H]/N=C1\C=C(C#C)C=N1
E_LUMO (eV): -0.8
Gap between HOMO and LUMO (eV): 9.1

Each line ends with the natural charge from an NBO analysis.
Geometry (Å):
C (-1.60, -0.07, -0.02)  0.306
C (-0.35, -0.85, -0.21)  -0.217
C (0.51, 0.10, -0.11)  -0.156
C (-0.11, 1.42, -0.16)  0.105
C (1.88, -0.10, 0.01)  -0.040
C (3.05, -0.06, 0.03)  -0.179
H (-2.95, -1.46, -0.21)  0.307
H (-0.82, -2.00, 0.07)  0.265
H (0.44, 2.39, -0.05)  0.208
H (4.03, -0.40, 0.45)  0.253
N (-2.80, -0.30, 0.14)  -0.475
N (-1.30, 1.33, 0.07)  -0.377

Most stable: P

P | C2H5N3O2 | ωB97M-V/def2-TZVPD

Summary:
Structure (SMILES): N/N=C(/N)C(=O)O
E_LUMO (eV): 0.7
Gap between HOMO and LUMO (eV): 9.9

Each line ends with the natural charge from an NBO analysis.
Geometry (Å):
C (0.84, -0.50, -0.09)  0.756
C (-0.72, -0.13, -0.20)  0.300
N (0.49, 1.06, 1.24)  -0.807
N (-1.59, -0.94, -0.85)  -0.801
O (1.52, 0.21, -1.05)  -0.690
N (-0.96, 0.81, 0.64)  -0.262
O (1.18, -1.62, 0.27)  -0.592
H (1.03, 1.02, -1.29)  0.487
H (1.35, 0.73, 1.66)  0.425
H (0.69, 2.06, 1.26)  0.365
H (-1.27, -1.89, -0.97)  0.420
H (-2.56, -0.81, -0.61)  0.399

Q | C2H5N3O2 | ωB97M-V/def2-TZVPD

Summary:
Structure (SMILES): Nc1c[nH]o[nH]o1
E_LUMO (eV): 1.0
Gap between HOMO and LUMO (eV): 9.2

Each line ends with the natural charge from an NBO analysis.
Geometry (Å):
C (-0.51, 0.68, -0.80)  -0.155
C (-0.48, 0.34, 0.48)  0.373
N (0.39, 0.10, -1.71)  -0.322
N (1.52, -0.90, 0.09)  -0.070
N (-1.20, 0.84, 1.51)  -0.802
O (0.42, -0.90, 0.97)  -0.441
O (0.97, -1.19, -1.24)  -0.284
H (-1.33, 1.36, -1.17)  0.244
H (0.05, -0.21, -2.62)  0.377
H (1.95, -1.68, 0.38)  0.336
H (-0.59, 1.48, 1.93)  0.367
H (-1.19, 0.09, 2.19)  0.379

R | C2H5N3O2 | ωB97M-V/def2-TZVPD

Summary:
Structure (SMILES): N/N=C/O/C=N\O
E_LUMO (eV): 0.3
Gap between HOMO and LUMO (eV): 8.7

Each line ends with the natural charge from an NBO analysis.
Geometry (Å):
C (-0.76, 0.91, 0.14)  0.266
C (1.04, -0.38, 0.03)  0.302
H (-3.07, 0.51, -0.56)  0.377
H (-2.83, -1.42, -0.16)  0.386
H (-1.07, 1.93, 0.68)  0.228
H (0.53, -1.34, 0.32)  0.207
H (3.95, -0.04, -0.26)  0.466
N (-2.64, -0.26, 0.05)  -0.674
N (-1.28, -0.28, -0.10)  -0.276
N (2.33, -0.75, 0.09)  -0.221
O (0.64, 0.77, -0.18)  -0.471
O (3.15, 0.36, -0.04)  -0.591

S | C2H5N3O2 | ωB97M-V/def2-TZVPD

Summary:
Structure (SMILES): C=NNC(=O)NO
E_LUMO (eV): 0.6
Gap between HOMO and LUMO (eV): 10.1

Each line ends with the natural charge from an NBO analysis.
Geometry (Å):
C (-0.61, 0.40, -1.17)  0.739
C (1.78, -0.39, 1.45)  -0.103
H (-1.58, -0.49, 0.89)  0.474
H (-2.47, 0.49, -1.39)  0.366
H (1.36, 0.40, -1.04)  0.379
H (1.84, -0.92, 2.43)  0.192
H (2.78, -0.37, 0.84)  0.153
N (-1.84, 0.44, -0.48)  -0.331
N (0.65, 0.44, -0.29)  -0.490
N (0.69, -0.29, 0.88)  -0.258
O (-2.09, -0.64, 0.17)  -0.537
O (-0.50, 0.93, -2.28)  -0.585

Most stable: P